1.
ORCA calculation (wB97M-V/def2-TZVPD) on C11H18LiN2O4P as an isolated structure at a distorted geometry.

Last column: Löwdin charge in e.
CARTESIAN COORDINATES (ANGSTROEM)
1 Li 1.904 1.171 1.411  0.63
2 O -3.397 2.935 1.870  0.13
3 C -2.931 3.262 0.699  -0.53
4 O -3.508 3.823 -0.197  0.10
5 C -1.532 2.822 0.418  -0.08
6 C -1.072 2.964 -0.849  0.00
7 N 0.219 2.525 -0.849  0.01
8 N 0.630 2.144 0.378  -0.02
9 C -0.448 2.313 1.189  -0.14
10 C -0.336 1.823 2.598  -0.63
11 O -1.330 1.935 3.307  0.05
12 O 0.805 1.341 2.845  -0.12
13 H -2.677 2.508 2.495  0.11
14 H -1.577 3.262 -1.741  0.14
15 H 0.809 2.436 -1.647  0.13
16 C 2.090 -3.836 0.202  -0.15
17 C 2.119 -2.388 0.686  -0.41
18 P 1.030 -1.026 -0.079  0.94
19 C -0.609 -1.551 0.605  -0.41
20 C -1.831 -0.878 0.034  -0.13
21 C 1.071 -1.353 -1.917  -0.43
22 C 1.057 -0.094 -2.757  -0.19
23 H 2.879 -4.419 0.672  0.07
24 H 2.378 -3.900 -0.808  0.04
25 H 1.145 -4.342 0.317  0.06
26 H 3.136 -1.983 0.535  0.06
27 H 1.937 -2.257 1.754  0.07
28 H -0.467 -1.244 1.648  0.07
29 H -0.735 -2.646 0.506  0.09
30 H -1.704 0.197 -0.050  0.05
31 H -2.646 -1.040 0.688  0.07
32 H -2.068 -1.285 -0.929  0.07
33 H 0.345 -2.124 -2.245  0.09
34 H 2.088 -1.848 -2.000  0.08
35 H 0.216 0.541 -2.509  0.03
36 H 1.055 -0.331 -3.826  0.07
37 H 1.956 0.542 -2.455  0.09

Properties
- F_max (eV/Å) = 2.17
- 2S+1 = 1
- Kohn-Sham gap (eV) = 8.772

***

2.
ORCA calculation (wB97M-V/def2-TZVPD) on a 2-piece molecular cluster, C5H12N overall at a distorted geometry.

Last column: Löwdin charge in e.
CARTESIAN COORDINATES (ANGSTROEM)
1 C 1.483 -0.148 -0.301  -0.11
2 C 0.153 0.442 -0.787  -0.29
3 C -0.347 -0.247 -2.022  -0.19
4 C -1.604 -0.640 -2.208  0.02
5 H 2.145 -0.149 -1.167  0.09
6 H 1.958 0.447 0.481  0.06
7 H 1.338 -1.185 0.006  0.08
8 H 0.221 1.533 -0.889  0.12
9 H -0.642 0.400 -0.022  0.06
10 H 0.370 -0.376 -2.825  0.11
11 H -1.863 -1.122 -3.140  0.06
12 H -2.368 -0.501 -1.455  0.06
13 C -0.298 0.836 2.202  0.13
14 N 0.031 -0.312 2.643  0.22
15 H -1.358 1.072 2.190  0.13
16 H 0.376 1.537 1.731  0.12
17 H 1.012 -0.575 2.557  0.15
18 H -0.607 -1.012 3.007  0.17

Properties
- F_max (eV/Å) = 1.63
- 2S+1 = 1
- net charge = +1
- Kohn-Sham gap (eV) = 7.252

***

3.
ORCA calculation (wB97M-V/def2-TZVPD) on C23H20B11Br7Cl2IN4NaO3 as an isolated structure at a distorted geometry.

Last column: Löwdin charge in e.
CARTESIAN COORDINATES (ANGSTROEM)
1 Na 1.070 1.349 -1.141  0.27
2 Br 0.080 3.434 2.007  0.86
3 B -1.473 3.525 0.782  -0.88
4 B -2.731 2.432 0.994  -0.31
5 C -3.469 2.313 -0.556  0.10
6 B -1.842 2.442 -0.534  -0.40
7 B -2.695 3.298 -1.775  -0.27
8 B -4.231 3.823 -1.018  -0.27
9 B -4.295 3.318 0.680  -0.23
10 B -2.955 4.100 1.559  -0.96
11 Br -3.115 4.559 3.394  0.88
12 B -3.867 4.950 0.252  -0.89
13 Br -5.141 6.382 0.766  0.81
14 B -2.896 4.953 -1.210  -0.95
15 Br -3.019 6.223 -2.654  0.89
16 B -1.410 4.133 -0.922  -0.84
17 Br 0.355 4.254 -1.789  0.91
18 B -2.097 5.175 0.340  -0.93
19 Br -1.363 6.806 1.065  0.87
20 H -2.731 1.462 1.639  0.15
21 H -3.887 1.353 -0.850  0.18
22 H -1.206 1.541 -0.786  0.11
23 H -2.628 2.925 -2.918  0.18
24 H -5.289 3.873 -1.605  0.17
25 H -5.343 2.879 1.056  0.16
26 Br 1.852 -8.416 0.607  0.88
27 C 1.321 -7.017 1.688  -0.69
28 C 0.156 -7.076 2.443  -0.09
29 C -0.032 -6.128 3.440  0.02
30 C 0.807 -5.003 3.489  -0.22
31 C 1.948 -4.922 2.637  0.03
32 C 2.182 -5.938 1.733  -0.11
33 N 0.563 -3.963 4.399  0.20
34 N 1.186 -2.896 4.257  0.13
35 C 1.435 -1.795 3.646  -0.12
36 C 2.663 -1.022 3.934  0.05
37 C 2.981 0.006 3.108  0.08
38 C 2.091 0.358 1.995  -0.31
39 O 2.421 1.256 1.227  0.10
40 C 0.805 -0.348 1.810  -0.14
41 N 0.077 -0.114 0.712  0.19
42 C -1.148 -0.674 0.686  -0.08
43 C -1.732 -1.351 1.723  0.00
44 C -0.928 -1.764 2.767  0.02
45 C 0.356 -1.242 2.796  -0.08
46 H -0.575 -7.884 2.376  0.12
47 H -0.881 -6.226 4.115  0.13
48 H 2.736 -4.146 2.815  0.14
49 H 3.040 -5.921 1.115  0.10
50 H 3.265 -1.436 4.697  0.11
51 H 3.918 0.503 3.181  0.13
52 H -1.669 -0.466 -0.275  0.12
53 H -2.784 -1.676 1.638  0.14
54 H -1.200 -2.422 3.585  0.12
55 I 2.538 -2.009 -1.745  0.93
56 C 3.460 -0.495 -2.953  -0.74
57 C 3.708 -0.766 -4.283  -0.15
58 C 4.296 0.245 -5.024  -0.04
59 C 4.596 1.472 -4.412  -0.05
60 C 4.273 1.587 -3.093  -0.14
61 N 3.733 0.612 -2.348  0.03
62 H 3.531 -1.736 -4.718  0.07
63 H 4.511 0.175 -6.053  0.10
64 H 5.037 2.271 -5.002  0.11
65 H 4.572 2.487 -2.505  0.13
66 Cl -1.803 -0.502 -5.225  0.59
67 C -0.620 -1.451 -4.270  -0.98
68 Cl 0.783 -2.003 -5.214  0.60
69 C -0.153 -0.610 -3.083  -0.87
70 O 0.715 0.276 -3.219  -0.10
71 O -0.709 -0.966 -2.008  -0.10
72 H -1.148 -2.370 -3.967  0.06

Properties
- F_max (eV/Å) = 2.61
- 2S+1 = 1
- Kohn-Sham gap (eV) = 4.513